[1]
The following is a quantum chemistry calculation of the molecule CH4NO2P in a non-equilibrium geometry, from the Open Molecules 2025 dataset.

Geometry as XYZ:
```
9
CH4NO2P, DFT wB97M-V/def2-TZVPD
C -0.70 1.22 -0.59
N -0.15 -1.56 0.26
O 1.70 -0.31 -0.99
O 0.77 0.90 1.11
P 0.56 -0.09 -0.11
H -0.33 2.06 -1.14
H -1.20 1.51 0.31
H 0.47 -2.22 0.70
H -1.12 -1.52 0.46
```

As for the total energy: -587.033659 a.u. Its charge is 0.

[2]
The following is a quantum chemistry calculation of a cluster of 2 separate species, C2H8Cl3N2Si in total in a non-equilibrium geometry, from the Open Molecules 2025 dataset.

Geometry as XYZ:
```
16
C2H8Cl3N2Si, DFT wB97M-V/def2-TZVPD
C 0.40 -0.73 -0.05
C 0.37 0.50 0.77
N 0.60 0.71 2.06
N 0.12 -0.53 -1.47
Si -3.83 0.03 -0.54
Cl -4.67 -1.68 0.12
Cl -2.31 0.47 0.93
Cl -5.03 1.53 -0.83
H -0.60 -1.29 0.31
H 1.31 -1.46 0.13
H 0.26 1.37 0.26
H 0.46 1.66 2.44
H 1.20 0.17 2.67
H 0.51 0.23 -1.83
H -3.24 -0.40 -1.78
H 0.34 -1.43 -2.04
```

As for the total energy: -1860.412162 a.u. Its charge is +1.

[3]
The following is a quantum chemistry calculation of the molecule C5H6O2, from the Open Molecules 2025 dataset.

Geometry as XYZ:
```
13
C5H6O2, DFT wB97M-V/def2-TZVPD
O 0.26 -1.79 -1.56
C 0.04 -0.87 -0.80
C -0.48 0.50 -1.30
O 0.39 1.48 -0.69
C 1.35 0.80 -0.13
C -0.64 -0.31 1.55
C 0.17 -0.95 0.70
H -1.46 0.73 -0.89
H -0.49 0.57 -2.39
H 1.84 1.44 0.63
H -1.48 0.29 1.19
H -0.48 -0.33 2.62
H 0.98 -1.58 1.07
```

As for the total energy: -344.433016 a.u. Its charge is 0.

[4]
The following is a quantum chemistry calculation of a cluster of 2 separate species, C10H14N5O2 in total in a non-equilibrium geometry, from the Open Molecules 2025 dataset.

Geometry as XYZ:
```
31
C10H14N5O2, DFT wB97M-V/def2-TZVPD
C 2.65 -3.12 1.33
C 1.87 -1.80 1.52
O 1.87 -1.27 2.58
O 1.25 -1.31 0.39
C 0.40 -0.21 0.68
N -0.71 -0.53 1.59
C -1.46 -1.61 1.41
N -1.41 -2.53 0.42
C -2.40 -3.39 0.77
N -2.99 -3.02 1.90
N -2.44 -1.86 2.34
H 2.67 -3.45 0.27
H 2.21 -3.89 1.98
H 3.70 -2.92 1.64
H 1.03 0.59 1.11
H -0.02 0.12 -0.30
H -0.88 0.08 2.38
H -2.67 -4.28 0.19
H -3.74 -3.52 2.36
H -2.69 -1.36 3.19
N 0.41 1.97 -2.39
C -0.16 2.57 -3.45
C -0.24 3.94 -3.61
C 0.29 4.75 -2.62
C 0.89 4.16 -1.51
C 0.92 2.77 -1.45
H -0.57 1.89 -4.19
H -0.71 4.37 -4.48
H 0.25 5.83 -2.71
H 1.31 4.76 -0.72
H 1.38 2.26 -0.61
```

As for the total energy: -813.466995 a.u. Its charge is +1.